Entry 1:
DFT (ωB97M-V with the def2-TZVPD basis set) results for a 2-piece molecular cluster, C4H6 overall in a non-equilibrium geometry.

Element x y z (Å)
C 2.5526 0.6954 -0.0438
C 2.8376 -0.4515 -0.0391
H 2.1827 1.5905 0.3510
H 3.0270 -1.4634 -0.0975
C -2.0520 0.5090 -0.0675
C -1.4938 -0.6595 -0.0987
H -2.7213 0.6579 0.7560
H -1.9138 1.3260 -0.7402
H -1.5702 -1.3165 0.8443
H -0.8489 -0.8879 -0.8644

* structure (SMILES): C#C.C=C
* total charge: 0
* HOMO energy: -10.246 eV
* 2S+1: 1
* LUMO level: 1.213 eV

How is the electron density shared among the atoms? According to natural (NBO), the charges in e are: C -0.2321; C -0.2185; H 0.2291; H 0.2216; C -0.3848; C -0.3770; H 0.1832; H 0.1944; H 0.1966; H 0.1875

Entry 2:
DFT (ωB97M-V with the def2-TZVPD basis set) results for a 2-piece molecular cluster, C4H6 overall in a non-equilibrium geometry.

Element x y z (Å)
C -1.3495 -0.5609 -0.4209
C -2.0721 0.2546 0.0948
H -0.3416 -1.2691 -0.5393
H -2.7272 0.9390 0.6568
C 1.1696 -0.4997 0.2715
C 1.0033 0.7812 -0.1399
H 0.5579 -1.0482 1.0594
H 1.8379 -1.2184 -0.3424
H 0.3843 1.4100 0.4001
H 1.5373 1.2115 -1.0400

* structure (SMILES): C#C.C=C
* total charge: 0
* HOMO energy: -9.324 eV
* 2S+1: 1
* LUMO level: 0.996 eV

How is the electron density shared among the atoms? According to natural (NBO), the charges in e are: C -0.2547; C -0.3051; H 0.2872; H 0.2459; C -0.4628; C -0.3345; H 0.2198; H 0.2040; H 0.1946; H 0.2055

Entry 3:
DFT (ωB97M-V with the def2-TZVPD basis set) results for one molecule with the formula C4H6 in a non-equilibrium geometry.

Element x y z (Å)
C 0.8817 -0.9116 0.6956
C 0.5344 0.3642 0.0199
C -0.6681 0.7576 -0.4853
C -2.0080 0.4860 -0.1048
H 1.4063 -1.5261 -0.0544
H -0.0025 -1.4599 1.0261
H 1.5880 -0.7663 1.5199
H 1.3848 0.9818 -0.2774
H -0.4783 1.4208 -1.3321
H -2.6382 0.6535 -1.0075

* total charge: 0
* HOMO energy (spin up / spin down): -8.148 / -8.595 eV
* 2S+1: 1
* LUMO level (spin up / spin down): -0.729 / -0.750 eV

How is the electron density shared among the atoms? According to natural (NBO), the charges in e are: C -0.6784; C 0.0152; C -0.4447; C -0.1132; H 0.2389; H 0.2347; H 0.2298; H 0.1880; H 0.2171; H 0.1125

Entry 4:
DFT (ωB97M-V with the def2-TZVPD basis set) results for one molecule with the formula C4H6 in a non-equilibrium geometry.

Element x y z (Å)
C -1.0773 0.3310 1.3056
C -0.3520 -0.5896 0.6688
C 0.6454 0.0912 -0.2289
C 0.9679 -0.0855 -1.5156
H -1.0350 1.3429 1.3143
H -1.9663 0.0357 1.8231
H -0.6629 -1.5588 0.5602
H 1.1657 0.8828 0.2513
H 1.6388 0.5260 -2.1463
H 0.6757 -0.9757 -2.0325

* structure (SMILES): C=CC=C
* total charge: 0
* HOMO energy: -9.058 eV
* 2S+1: 1
* LUMO level: 1.243 eV

How is the electron density shared among the atoms? According to natural (NBO), the charges in e are: C -0.3387; C -0.2156; C -0.2048; C -0.4013; H 0.1900; H 0.1832; H 0.2091; H 0.1928; H 0.2040; H 0.1813

Computed values of energy (unit: eV) for the preceding records, in sequence: -4241.524, -4240.320, -4240.583, -4243.083.
Computed values of energy above the lowest of the compared OMol25 structures with the same formula, charge and spin (unit: kcal/mol) for the preceding records, in sequence: 56.2, 84.0, 77.9, 20.2.